Entry 1:
Formula: C20H42N7O3
Source: OMol25
Level of theory: ωB97M-V/def2-TZVPD

```
! wB97M-V def2-TZVPD RIJCOSX def2/J DEFGRID3
* xyz 1 1
O 1.984 -2.484 0.254
O 0.423 -0.219 2.862
O -0.954 0.339 -2.312
C 1.707 -1.445 -0.330
C -0.528 0.289 3.451
C 0.193 0.538 -2.676
C 4.858 -2.470 -1.486
N 5.991 -2.170 -2.056
N 0.542 1.740 -3.141
N -1.184 1.369 2.851
N 3.751 -2.674 -2.172
N -3.345 2.001 1.047
N 1.008 -1.495 -1.466
N 4.823 -2.560 -0.188
C 2.370 -0.149 0.093
C 1.848 2.180 -3.637
C 0.196 -1.078 5.502
C -2.166 -1.193 4.691
C -5.735 2.592 0.598
C -4.217 2.164 -1.309
C -2.391 2.007 3.383
C -0.882 1.807 1.486
C -3.594 1.690 2.482
C -2.049 1.452 0.560
C 3.533 -2.550 -3.626
C 2.048 -2.709 -3.999
C -0.937 -0.281 4.829
C -4.514 1.775 0.147
C 1.185 -1.428 -3.934
C 1.218 -0.608 -2.627
H 6.036 -2.131 -3.058
H 6.817 -2.041 -1.501
H -0.211 2.413 -3.149
H 2.949 -2.941 -1.615
H 0.407 -2.299 -1.585
H 5.644 -2.434 0.372
H 3.927 -2.743 0.264
H 2.503 -0.167 1.175
H 1.733 0.694 -0.160
H 3.334 -0.043 -0.397
H 2.164 1.561 -4.479
H 1.777 3.215 -3.979
H 2.594 2.132 -2.842
H 1.090 -0.456 5.603
H 0.454 -1.965 4.914
H -0.110 -1.403 6.501
H -1.952 -2.024 4.010
H -3.024 -0.642 4.302
H -2.444 -1.607 5.666
H -5.458 3.642 0.738
H -6.144 2.204 1.535
H -6.532 2.538 -0.150
H -3.816 3.182 -1.356
H -5.128 2.120 -1.914
H -3.497 1.475 -1.759
H -2.620 1.698 4.404
H -2.244 3.092 3.410
H -0.733 2.892 1.476
H 0.033 1.360 1.098
H -3.844 0.629 2.575
H -4.441 2.266 2.863
H -1.808 1.861 -0.423
H -2.121 0.363 0.469
H 4.095 -3.343 -4.126
H 3.895 -1.586 -3.989
H 2.004 -3.072 -5.028
H 1.600 -3.482 -3.373
H -1.174 0.551 5.495
H -4.782 0.712 0.166
H 1.492 -0.775 -4.752
H 0.151 -1.721 -4.129
H 2.203 -0.155 -2.550
*
```

Properties
gap between HOMO and LUMO	7.305	eV
highest occupied orbital energy	-9.88	eV

---

Entry 2:
Formula: C20H42NNdOP3
Source: OMol25
Level of theory: ωB97M-V/def2-TZVPD

```
! wB97M-V def2-TZVPD RIJCOSX def2/J DEFGRID3
* xyz 3 4
Nd 1.805 -0.165 -0.726
P -0.111 1.071 -2.659
P -1.069 2.124 0.873
P -2.572 -2.429 0.865
H 4.254 -0.652 0.498
C 3.719 -1.387 -0.120
C 3.779 -1.382 -1.509
H 4.683 -1.012 -1.984
C 1.012 2.172 -3.594
C -1.575 2.165 -2.491
C -0.716 -0.021 -3.988
C -1.051 1.580 2.622
C -0.210 3.727 1.107
C -2.792 2.782 0.737
C -2.704 -3.952 -0.086
C -2.942 -1.011 -0.182
C -3.537 -2.534 2.386
H 3.345 -2.248 0.449
H 3.193 -2.081 -2.138
H 1.883 1.602 -3.940
H 1.362 2.998 -2.962
H 0.472 2.573 -4.460
H -1.372 3.000 -1.806
H -2.429 1.593 -2.103
H -1.824 2.568 -3.483
H 0.005 -0.828 -4.148
H -0.833 0.557 -4.910
H -1.679 -0.459 -3.707
H -1.743 2.193 3.213
H -0.031 1.672 3.020
H -1.346 0.524 2.671
H -0.726 4.352 1.847
H -0.187 4.260 0.148
H 0.817 3.543 1.439
H -3.213 2.972 1.732
H -3.423 2.051 0.212
H -2.795 3.717 0.160
H -3.776 -4.146 -0.277
H -2.262 -4.787 0.479
H -2.164 -3.835 -1.038
H -3.245 -1.381 -1.171
H -2.035 -0.396 -0.270
H -3.756 -0.427 0.273
H -4.127 -3.463 2.363
H -4.172 -1.645 2.497
H -2.831 -2.583 3.231
C 0.899 -2.894 1.258
C 0.899 -3.332 2.617
C 1.256 -4.643 2.896
C 1.495 -5.551 1.856
C 1.261 -5.180 0.530
C 0.923 -3.875 0.224
O 0.778 -1.604 0.962
H -1.311 -2.236 1.436
H 0.675 -2.593 3.385
H 1.340 -4.952 3.936
H 1.833 -6.555 2.089
H 1.329 -5.915 -0.272
H 0.731 -3.555 -0.801
C 2.520 5.313 -0.204
C 3.488 4.277 0.442
C 3.138 2.919 0.144
N 2.826 1.817 -0.097
H 2.287 5.042 -1.245
H 2.969 6.314 -0.219
H 1.581 5.381 0.364
H 4.517 4.458 0.084
H 3.483 4.394 1.544
*
```

Properties
gap between HOMO and LUMO (spin up / spin down)	4.425 / 4.647	eV
energy above the lowest of the compared OMol25 structures with the same formula, charge and spin	0.884	eV
highest occupied orbital energy (spin up / spin down)	-15.46 / -15.52	eV

---

Entry 3:
Formula: C20H42O6
Source: OMol25
Level of theory: ωB97M-V/def2-TZVPD

```
! wB97M-V def2-TZVPD RIJCOSX def2/J DEFGRID3
* xyz 0 1
C -1.188 0.085 4.144
C -2.091 -0.453 3.342
C -2.353 0.071 1.957
O -1.391 -0.397 0.964
C -0.604 -1.446 1.293
O -1.002 -2.548 1.460
O 0.698 -1.107 1.389
C 1.345 -0.752 0.153
O 2.520 -0.094 0.462
C 2.334 1.095 1.186
O 1.588 2.003 0.407
C 0.564 2.684 1.118
C 1.075 3.583 2.251
O 0.467 3.146 3.468
H -0.598 0.953 3.853
H -1.008 -0.329 5.133
H -2.667 -1.316 3.667
H -2.278 1.161 1.937
H -3.343 -0.224 1.600
H 0.671 -0.122 -0.440
H 1.624 -1.664 -0.382
H 3.342 1.475 1.382
H 1.809 0.892 2.130
H -0.135 1.955 1.558
H 0.030 3.270 0.365
H 0.825 4.633 2.051
H 2.168 3.506 2.316
H 0.834 3.652 4.203
C -4.976 -2.539 1.210
C -4.083 -3.578 0.537
C -4.536 -3.941 -0.876
C -5.933 -4.557 -0.971
C -6.134 -5.818 -0.132
C -5.209 -6.965 -0.525
H -6.002 -2.891 1.328
H -4.601 -2.291 2.205
H -5.007 -1.618 0.621
H -4.039 -4.476 1.159
H -3.065 -3.190 0.497
H -3.804 -4.624 -1.316
H -4.513 -3.039 -1.497
H -6.140 -4.793 -2.020
H -6.681 -3.814 -0.679
H -7.173 -6.143 -0.236
H -5.996 -5.585 0.927
H -5.348 -7.235 -1.574
H -5.404 -7.853 0.077
H -4.159 -6.701 -0.386
C 5.886 1.665 -3.990
C 4.971 2.882 -4.061
C 5.532 4.111 -3.346
C 5.769 3.926 -1.845
C 4.534 3.497 -1.054
C 3.388 4.500 -1.111
H 6.044 1.338 -2.960
H 5.464 0.822 -4.538
H 6.865 1.888 -4.422
H 3.991 2.626 -3.648
H 4.798 3.141 -5.109
H 4.855 4.955 -3.507
H 6.480 4.393 -3.815
H 6.147 4.868 -1.435
H 6.563 3.190 -1.689
H 4.827 3.347 -0.011
H 4.180 2.525 -1.408
H 3.698 5.474 -0.725
H 2.550 4.143 -0.512
H 3.024 4.645 -2.129
*
```

Properties
gap between HOMO and LUMO	10.795	eV
energy above the lowest of the compared OMol25 structures with the same formula, charge and spin	0.000	eV
highest occupied orbital energy	-10.29	eV
SMILES	C=CCOC(=O)OCOCOCCO.CCCCCC.CCCCCC

---

Entry 4:
Formula: C20H43CeN2P3SSe
Source: OMol25
Level of theory: ωB97M-V/def2-TZVPD

```
! wB97M-V def2-TZVPD RIJCOSX def2/J DEFGRID3
* xyz 3 2
Ce -0.510 -0.533 0.202
P 0.141 -2.359 -1.859
P 1.707 -1.459 1.406
P -1.721 0.890 -1.707
H 3.091 7.553 4.000
C 2.088 7.957 3.842
C 1.174 7.965 4.823
H 1.394 7.567 5.817
C 1.553 -2.061 -3.004
C 0.488 -4.023 -1.137
C -1.249 -2.729 -3.004
C 1.957 -0.185 2.713
C 1.519 -3.024 2.305
C 3.305 -1.584 0.543
C -1.979 2.497 -0.843
C -3.366 0.262 -2.145
C -0.929 1.317 -3.283
H 1.884 8.410 2.869
H 0.188 8.419 4.687
H 1.704 -2.940 -3.660
H 2.468 -1.852 -2.419
H 1.346 -1.158 -3.608
H 0.486 -4.767 -1.955
H -0.281 -4.310 -0.390
H 1.470 -4.035 -0.627
H -0.935 -3.549 -3.681
H -1.505 -1.834 -3.602
H -2.161 -3.032 -2.446
H 2.528 -0.651 3.532
H 0.978 0.159 3.093
H 2.467 0.707 2.309
H 2.539 -3.434 2.446
H 0.894 -3.722 1.707
H 1.003 -2.835 3.269
H 4.014 -1.998 1.282
H 3.601 -0.577 0.183
H 3.200 -2.237 -0.344
H -2.756 3.046 -1.401
H -1.034 3.067 -0.783
H -2.306 2.313 0.197
H -3.788 1.020 -2.833
H -3.984 0.137 -1.229
H -3.279 -0.730 -2.637
H -1.713 1.760 -3.922
H -0.498 0.405 -3.740
H -0.090 2.014 -3.090
C 1.824 2.613 -0.085
C 1.209 2.854 1.160
C 1.367 4.074 1.798
C 2.147 5.072 1.203
C 2.763 4.843 -0.041
C 2.605 3.625 -0.685
Se 1.728 1.010 -1.074
H -0.649 0.845 1.384
H 0.605 2.090 1.642
H 0.884 4.229 2.763
H 2.267 6.020 1.718
H 3.372 5.612 -0.514
H 3.069 3.413 -1.646
S -2.583 -1.792 1.518
C -2.793 -3.200 0.578
N -3.584 -3.330 -0.542
C -3.876 -4.724 -0.817
C -2.974 -5.478 0.144
N -2.300 -4.425 0.859
H -4.127 -2.518 -0.895
H -3.643 -4.945 -1.860
H -4.934 -4.953 -0.651
H -2.241 -6.094 -0.382
H -3.540 -6.128 0.818
H -1.704 -4.559 1.730
*
```

Properties
gap between HOMO and LUMO (spin up / spin down)	5.095 / 3.773	eV
energy above the lowest of the compared OMol25 structures with the same formula, charge and spin	0.000	eV
highest occupied orbital energy (spin up / spin down)	-14.95 / -14.95	eV

---

Entry 5:
Formula: C20H43F6HfO24S5
Source: OMol25
Level of theory: ωB97M-V/def2-TZVPD

```
! wB97M-V def2-TZVPD RIJCOSX def2/J DEFGRID3
* xyz 1 1
Hf 2.030 2.711 5.880
C -2.506 6.337 2.984
F -1.504 6.800 2.287
F -3.414 7.320 3.140
F -3.059 5.305 2.309
S -1.900 5.792 4.734
O -0.532 5.145 4.686
O -1.887 6.954 5.597
O -2.914 4.825 5.208
C 6.154 -0.912 3.165
F 5.019 -1.458 3.679
F 7.226 -1.652 3.276
F 5.936 -0.666 1.807
S 6.366 0.804 3.956
O 5.089 1.096 4.633
O 7.480 0.662 4.928
O 6.646 1.746 2.878
C 0.294 -0.708 1.162
C 0.733 0.799 1.169
C -0.378 1.624 0.665
O 1.069 1.316 2.448
H -0.551 -0.782 1.847
H 1.085 -1.324 1.589
H -0.105 -0.948 0.177
H 1.503 0.872 0.400
H -0.628 1.184 -0.301
H -0.230 2.681 0.446
H -1.333 1.498 1.174
O 3.899 -6.002 -0.838
S 3.080 -6.760 0.144
O 2.767 -8.185 -0.157
O 3.790 -6.768 1.630
C 5.199 -6.937 1.738
C 5.472 -8.459 1.494
C 1.696 -5.725 0.587
H 5.503 -6.738 2.765
H 5.771 -6.451 0.948
H 4.922 -9.081 2.201
H 6.513 -8.719 1.306
H 5.093 -8.631 0.486
H 1.431 -4.958 -0.141
H 2.045 -5.087 1.399
H 0.983 -6.441 0.997
O -4.070 -3.311 2.785
S -5.225 -2.947 1.927
O -6.474 -3.702 1.746
O -5.498 -1.401 2.421
C -6.879 -1.005 2.198
C -7.831 -1.578 3.262
C -4.500 -2.597 0.256
H -7.130 -1.210 1.157
H -6.932 0.053 2.456
H -8.688 -0.925 3.426
H -7.229 -1.736 4.157
H -8.325 -2.482 2.906
H -5.299 -2.792 -0.459
H -3.650 -3.251 0.060
H -4.147 -1.568 0.328
O -2.194 6.115 -6.505
S -1.525 4.812 -6.410
O -0.067 4.820 -6.756
O -1.753 4.237 -4.874
C -3.079 3.901 -4.539
C -3.304 4.361 -3.076
C -2.437 3.586 -7.511
H -3.253 2.825 -4.509
H -3.750 4.521 -5.133
H -2.848 3.605 -2.436
H -4.393 4.351 -3.049
H -2.859 5.329 -2.847
H -3.391 3.244 -7.109
H -1.766 2.753 -7.722
H -2.548 4.029 -8.501
O -1.086 -2.022 5.576
H -2.012 -2.258 5.634
H -0.658 -2.809 5.238
O -1.070 1.559 5.906
H -1.940 1.938 6.032
H -1.239 0.673 5.586
C -0.417 -0.870 -4.812
C -0.697 -1.674 -6.118
O -2.192 -1.883 -5.991
C -2.651 -1.238 -4.886
O -3.829 -1.178 -4.635
O -1.635 -0.917 -4.142
H -0.206 0.145 -5.150
H 0.415 -1.327 -4.276
H -0.109 -2.589 -6.195
H -0.563 -0.920 -6.895
C 5.492 2.151 -1.802
C 4.910 3.491 -2.359
O 5.722 4.361 -1.712
C 6.894 3.914 -1.442
O 7.811 4.661 -1.131
O 6.896 2.512 -1.550
H 5.434 1.337 -2.524
H 4.949 1.720 -0.961
H 3.856 3.572 -2.091
H 5.113 3.529 -3.429
*
```

Properties
gap between HOMO and LUMO	2.100	eV
highest occupied orbital energy	-12.12	eV

---

Entry 6:
Formula: C20H43HgN2O7P2S
Source: OMol25
Level of theory: ωB97M-V/def2-TZVPD

```
! wB97M-V def2-TZVPD RIJCOSX def2/J DEFGRID3
* xyz 0 2
Hg 0.529 0.083 -0.521
O -0.599 1.819 -1.081
S -1.984 1.469 -0.461
O -2.997 1.629 -1.472
O -1.804 -0.035 -0.140
O -2.166 2.185 0.775
O 0.973 -1.246 -2.295
P 0.499 -0.871 -3.696
C 1.263 -2.043 -4.863
C 0.483 -3.373 -4.985
C 1.403 -4.540 -5.374
C 2.506 -4.057 -6.308
C 3.436 -3.083 -5.564
C 2.705 -2.353 -4.431
C -1.320 -0.861 -3.799
C -1.992 -1.862 -2.847
C -3.506 -1.669 -2.918
C -4.056 -1.888 -4.345
C -2.936 -2.064 -5.370
C -1.894 -0.955 -5.242
C 0.975 0.872 -3.998
C 0.287 1.620 -5.148
C 0.937 1.380 -6.507
C 2.419 1.741 -6.460
C 3.135 0.936 -5.380
C 2.490 1.134 -4.008
H 1.286 -1.549 -5.839
H -0.296 -3.262 -5.741
H -0.018 -3.610 -4.045
H 0.809 -5.330 -5.836
H 1.856 -4.977 -4.480
H 2.049 -3.560 -7.169
H 3.077 -4.897 -6.707
H 3.843 -2.350 -6.266
H 4.290 -3.620 -5.147
H 3.256 -1.458 -4.144
H 2.656 -2.970 -3.532
H -1.563 0.129 -3.388
H -1.662 -1.668 -1.829
H -1.724 -2.891 -3.093
H -3.725 -0.659 -2.565
H -3.990 -2.347 -2.213
H -4.675 -1.037 -4.637
H -4.707 -2.764 -4.376
H -3.345 -2.060 -6.383
H -2.462 -3.039 -5.234
H -2.374 -0.007 -5.494
H -1.104 -1.095 -5.986
H 0.567 1.294 -3.068
H 0.367 2.687 -4.916
H -0.779 1.405 -5.176
H 0.421 1.968 -7.268
H 0.827 0.330 -6.802
H 2.516 2.810 -6.242
H 2.889 1.574 -7.432
H 4.188 1.221 -5.326
H 3.117 -0.120 -5.663
H 2.636 2.177 -3.709
H 2.988 0.528 -3.247
N 3.932 -2.161 2.681
C 1.858 -3.532 1.028
P 1.000 -2.182 1.765
O 0.928 -2.194 3.251
O 1.483 -0.864 1.128
C -0.776 -2.446 1.290
N -1.563 -1.403 2.023
H 4.937 -2.245 2.769
H 3.511 -2.359 3.581
H 3.714 -1.196 2.461
H 1.886 -4.496 1.516
H 2.440 -3.381 0.131
H -1.063 -3.430 1.655
H -1.012 -2.371 0.230
H -1.707 -0.579 1.350
H -1.042 -1.151 2.872
H -2.485 -1.736 2.291
*
```

Properties
gap between HOMO and LUMO (spin up / spin down)	8.872 / 8.383	eV
energy above the lowest of the compared OMol25 structures with the same formula, charge and spin	0.380	eV
highest occupied orbital energy (spin up / spin down)	-8.95 / -9.14	eV